[1]
Computed, not measured: C12H36CuO10P as an isolated structure, with ωB97M-V/def2-TZVPD.

Geometry as XYZ:
```
60
Properties=species:S:1:pos:R:3
Cu 0.2877 0.7937 -0.6301
P 2.7668 0.8978 -4.0025
O 1.8962 1.5051 -5.1350
O 2.8936 1.8559 -2.7888
O 4.2197 0.6060 -4.5048
O 2.0930 -0.3963 -3.5378
C -2.2852 -7.0834 -2.5048
C -0.9020 -6.4906 -2.7478
O -1.0258 -5.1831 -2.1033
H -2.6402 -7.0113 -1.4768
H -2.2410 -8.1583 -2.6799
H -2.9680 -6.5407 -3.1587
H -0.7149 -6.3152 -3.8072
H -0.2391 -7.1636 -2.2040
H -0.4209 -4.5502 -2.4972
C -4.0481 -2.8025 2.6527
C -4.2857 -1.4360 1.9275
O -3.3152 -1.3187 0.9039
H -4.9670 -3.0220 3.1964
H -3.1601 -2.9353 3.2708
H -3.9531 -3.6072 1.9237
H -4.2733 -0.5427 2.5519
H -5.2561 -1.4410 1.4312
H -3.1728 -2.2108 0.5791
C 1.1067 8.6510 0.4077
C 0.8081 7.1728 -0.0748
O 1.8260 6.2819 0.2107
H 0.4327 9.3567 -0.0781
H 2.0904 9.0556 0.1696
H 0.9747 8.7335 1.4865
H 0.7307 7.2175 -1.1612
H -0.1264 6.7373 0.2789
H 1.9839 5.6398 -0.4852
C 1.5150 -0.5582 4.7721
C 2.4015 0.6710 4.5016
O 1.8458 1.2797 3.3761
H 0.5574 -0.1210 5.0550
H 1.8241 -1.1988 5.5981
H 1.3746 -1.1008 3.8372
H 3.3892 0.3107 4.2141
H 2.6013 1.2985 5.3701
H 2.3255 2.1052 3.2759
C -4.4275 4.6483 -2.1700
C -3.3976 4.4862 -3.2547
O -2.4213 3.5232 -2.9151
H -5.2076 5.3933 -2.3260
H -3.9400 4.9090 -1.2306
H -5.0018 3.7471 -1.9554
H -2.9502 5.4676 -3.4126
H -3.9448 4.2861 -4.1759
H -1.7732 3.4829 -3.6222
C 5.1285 -4.7448 1.8456
C 4.1503 -4.3881 0.6910
O 4.4602 -3.0607 0.2278
H 5.1895 -3.9488 2.5877
H 6.1463 -4.9031 1.4889
H 4.8683 -5.6605 2.3764
H 3.1214 -4.3605 1.0498
H 4.2217 -5.0532 -0.1696
H 3.8278 -2.8057 -0.4480
```

## Properties
largest force on an atom	0.0528	hartree/bohr
charge	-2
E_tot	-87424.775	eV
LUMO energy	3.9	eV

[2]
Computed, not measured: C12H36F3O6S6Zr as an isolated structure, with ωB97M-V/def2-TZVPD.

Geometry as XYZ:
```
64
Properties=species:S:1:pos:R:3
Zr 0.7800 0.7179 -0.4680
F -0.5112 2.2748 1.9039
F 2.1898 3.1260 -1.7861
F 3.1422 -0.9514 -1.5482
C -2.5171 6.0960 -2.1205
S -3.3000 4.4043 -2.0354
O -2.1641 3.4667 -1.5829
C -4.4788 4.7502 -0.6290
H -1.9492 6.1852 -1.1944
H -3.1790 6.9512 -2.2565
H -1.8470 6.1183 -2.9799
H -5.2290 5.4584 -0.9809
H -3.9803 5.0461 0.2940
H -5.0468 3.8725 -0.3208
C -0.3673 -6.4163 -0.9038
S -0.1927 -5.0618 -2.1227
O 0.0612 -3.7517 -1.3803
C 1.5484 -5.5579 -2.6171
H -0.4516 -7.3771 -1.4115
H -1.3578 -6.3227 -0.4586
H 0.4624 -6.4135 -0.1968
H 1.9137 -4.9219 -3.4234
H 1.6396 -6.5710 -3.0088
H 2.2338 -5.4726 -1.7738
C 0.4540 -1.0221 -6.5721
S -0.1606 0.4607 -5.6335
O 0.1232 0.2131 -4.1785
C 0.9945 1.7322 -6.4371
H 1.5088 -1.2167 -6.3780
H 0.2242 -0.9898 -7.6371
H -0.1042 -1.8291 -6.0974
H 0.9224 2.7210 -5.9842
H 0.7113 1.8184 -7.4862
H 2.0062 1.3270 -6.4165
C 4.8006 2.7942 4.4925
S 4.6444 3.1056 2.6887
O 3.5469 2.1948 2.1398
C 3.8347 4.6989 2.9015
H 3.8349 2.8148 4.9976
H 5.5415 3.3950 5.0200
H 5.0878 1.7428 4.4836
H 2.9788 4.5951 3.5683
H 3.4932 5.1859 1.9881
H 4.5283 5.3057 3.4836
C -4.4874 -0.6323 2.4123
S -4.3237 -1.0211 0.6092
O -2.8408 -0.6688 0.3243
C -4.4652 -2.8579 0.7621
H -4.5621 0.4515 2.5015
H -3.5680 -0.9844 2.8801
H -5.3575 -1.1641 2.7972
H -4.5116 -3.3597 -0.2044
H -5.4105 -3.0921 1.2516
H -3.5878 -3.1574 1.3354
C 0.9995 -1.2822 5.2384
S 0.8506 -2.4041 3.8356
O 1.1382 -1.6013 2.5281
C 2.4343 -3.3272 4.2123
H 0.6160 -1.6873 6.1748
H 0.2940 -0.4520 5.2048
H 1.9831 -0.8140 5.2754
H 2.4899 -4.3626 3.8763
H 2.6186 -3.3966 5.2844
H 3.3206 -2.8837 3.7587
```

## Properties
largest force on an atom	0.0675	hartree/bohr
charge	+1
E_tot	-99731.930	eV
LUMO energy	-8.1	eV

[3]
Computed, not measured: a 6-piece molecular cluster, C12H36O12 overall, with ωB97M-V/def2-TZVPD.

Geometry as XYZ:
```
60
Properties=species:S:1:pos:R:3
O 6.6363 0.7752 4.5163
C 5.3250 0.6063 4.0169
C 4.5137 1.9395 3.9520
O 4.5587 2.7040 5.2652
H 7.2172 0.0125 4.4659
H 5.4935 0.2290 3.0083
H 4.8957 -0.1923 4.6219
H 3.4630 1.7086 3.7765
H 4.6433 2.5744 3.0755
H 5.4768 2.5987 5.5249
O 4.6060 1.4794 -1.9920
C 6.0118 1.0847 -2.0067
C 6.9214 1.9576 -2.9931
O 7.2215 3.3247 -2.6042
H 4.1962 1.5359 -2.8583
H 6.1716 1.3874 -0.9719
H 6.1529 0.0068 -2.0870
H 6.3746 1.8856 -3.9332
H 7.8922 1.4683 -3.0727
H 8.1604 3.3142 -2.4042
O 0.1938 1.1207 -0.1717
C -0.9836 1.4500 -1.0312
C -1.4540 0.2577 -1.9532
O -2.3685 0.5428 -3.0249
H 0.9499 1.4918 -0.6324
H -1.8009 1.8995 -0.4672
H -0.5753 2.2119 -1.6952
H -2.0404 -0.4169 -1.3294
H -0.6002 -0.3996 -2.1177
H -2.4251 -0.2232 -3.6008
O 0.7745 -0.7815 6.7433
C 0.6531 -1.8532 5.7631
C -0.2912 -1.4996 4.5575
O -1.6959 -1.4731 4.8372
H 0.7274 0.0657 6.2942
H 1.6138 -2.2753 5.4682
H 0.1618 -2.6600 6.3070
H -0.0919 -2.1340 3.6939
H -0.0265 -0.5312 4.1330
H -1.7440 -0.5635 5.1404
O -5.3877 -3.1440 2.7856
C -5.8056 -2.4084 1.6730
C -5.8904 -0.9366 2.1127
O -6.5211 -0.9094 3.4061
H -4.5729 -2.7520 3.1083
H -5.0793 -2.4698 0.8626
H -6.7558 -2.7663 1.2765
H -6.4736 -0.3977 1.3660
H -4.8534 -0.6026 2.0774
H -6.5752 -1.8116 3.7299
O -3.8433 -1.7752 -6.8375
C -4.9635 -1.1306 -7.2538
C -4.8026 -0.1622 -8.4786
O -4.0878 1.0041 -8.4060
H -4.0513 -2.5724 -6.3447
H -5.7203 -1.9140 -7.2149
H -5.1339 -0.4666 -6.4063
H -5.8274 0.0081 -8.8088
H -4.5184 -0.7283 -9.3656
H -4.0452 1.3058 -7.4956
```

## Properties
largest force on an atom	0.0760	hartree/bohr
charge	0
E_tot	-37590.838	eV
LUMO energy	0.2	eV

[4]
Computed, not measured: a 6-piece molecular cluster, C12H36O6 overall, with ωB97M-V/def2-TZVPD.

Geometry as XYZ:
```
54
Properties=species:S:1:pos:R:3
C 0.8767 -2.3281 1.7117
C 0.2497 -3.0155 2.9099
O 1.1436 -2.9426 4.0141
H 0.1152 -1.9202 1.0443
H 1.5503 -2.9819 1.1595
H 1.4600 -1.4598 2.0320
H -0.0085 -4.0516 2.6663
H -0.6995 -2.5396 3.1837
H 1.0216 -3.7122 4.5726
C -0.5080 0.1334 -1.4052
C 0.0297 0.9199 -0.2396
O -1.0412 1.2253 0.6405
H 0.3386 -0.1049 -2.0610
H -1.1615 0.7465 -2.0259
H -0.9736 -0.8025 -1.1067
H 0.4792 1.8489 -0.6075
H 0.7956 0.3277 0.2716
H -0.6661 1.4419 1.5050
C 1.3165 -1.1657 -7.1820
C 1.0653 -0.3198 -5.9639
O 0.3137 -1.0719 -5.0181
H 0.3601 -1.5128 -7.5797
H 1.9399 -2.0251 -6.9485
H 1.7447 -0.5508 -7.9765
H 0.5073 0.5831 -6.2523
H 1.9982 0.0541 -5.5261
H 0.5143 -0.7487 -4.1371
C -5.3009 3.4934 2.1948
C -4.0899 2.6151 2.1021
O -3.6668 2.5315 0.7513
H -6.1574 3.0738 1.6692
H -5.0868 4.4845 1.7994
H -5.5691 3.5891 3.2525
H -4.3014 1.6052 2.4745
H -3.2960 3.0454 2.7283
H -2.7678 2.1817 0.7331
C 3.4841 -2.4694 -2.9723
C 3.1804 -1.2048 -2.1781
O 4.3539 -0.4550 -1.8867
H 2.6009 -3.1103 -2.9845
H 4.2634 -3.0257 -2.4469
H 3.8180 -2.2294 -3.9774
H 2.6520 -1.4692 -1.2536
H 2.5010 -0.5596 -2.7356
H 4.8168 -0.8890 -1.1644
C -0.8670 1.4617 5.4786
C -0.3681 2.1436 4.2266
O 0.1437 1.2122 3.2568
H -1.6107 0.7019 5.2399
H -1.3320 2.1957 6.1390
H -0.0403 0.9950 6.0170
H 0.4109 2.8762 4.4541
H -1.1681 2.6657 3.7022
H 0.6356 0.5134 3.6990
```

## Properties
largest force on an atom	0.0174	hartree/bohr
charge	0
E_tot	-25311.313	eV
LUMO energy	0.5	eV

What did the fourth record say?
Computed, not measured: a 6-piece molecular cluster, C12H36O6 overall, with ωB97M-V/def2-TZVPD.

Geometry as XYZ:
```
54
Properties=species:S:1:pos:R:3
C 0.8767 -2.3281 1.7117
C 0.2497 -3.0155 2.9099
O 1.1436 -2.9426 4.0141
H 0.1152 -1.9202 1.0443
H 1.5503 -2.9819 1.1595
H 1.4600 -1.4598 2.0320
H -0.0085 -4.0516 2.6663
H -0.6995 -2.5396 3.1837
H 1.0216 -3.7122 4.5726
C -0.5080 0.1334 -1.4052
C 0.0297 0.9199 -0.2396
O -1.0412 1.2253 0.6405
H 0.3386 -0.1049 -2.0610
H -1.1615 0.7465 -2.0259
H -0.9736 -0.8025 -1.1067
H 0.4792 1.8489 -0.6075
H 0.7956 0.3277 0.2716
H -0.6661 1.4419 1.5050
C 1.3165 -1.1657 -7.1820
C 1.0653 -0.3198 -5.9639
O 0.3137 -1.0719 -5.0181
H 0.3601 -1.5128 -7.5797
H 1.9399 -2.0251 -6.9485
H 1.7447 -0.5508 -7.9765
H 0.5073 0.5831 -6.2523
H 1.9982 0.0541 -5.5261
H 0.5143 -0.7487 -4.1371
C -5.3009 3.4934 2.1948
C -4.0899 2.6151 2.1021
O -3.6668 2.5315 0.7513
H -6.1574 3.0738 1.6692
H -5.0868 4.4845 1.7994
H -5.5691 3.5891 3.2525
H -4.3014 1.6052 2.4745
H -3.2960 3.0454 2.7283
H -2.7678 2.1817 0.7331
C 3.4841 -2.4694 -2.9723
C 3.1804 -1.2048 -2.1781
O 4.3539 -0.4550 -1.8867
H 2.6009 -3.1103 -2.9845
H 4.2634 -3.0257 -2.4469
H 3.8180 -2.2294 -3.9774
H 2.6520 -1.4692 -1.2536
H 2.5010 -0.5596 -2.7356
H 4.8168 -0.8890 -1.1644
C -0.8670 1.4617 5.4786
C -0.3681 2.1436 4.2266
O 0.1437 1.2122 3.2568
H -1.6107 0.7019 5.2399
H -1.3320 2.1957 6.1390
H -0.0403 0.9950 6.0170
H 0.4109 2.8762 4.4541
H -1.1681 2.6657 3.7022
H 0.6356 0.5134 3.6990
```

## Properties
largest force on an atom	0.0174	hartree/bohr
charge	0
E_tot	-25311.313	eV
LUMO energy	0.5	eV

What is the LUMO energy in the fourth record? 0.5 eV

Which formula does entry 4 have? C12H36O6